Entry 1:
Here is a cluster of 2 separate species, C19H30N5O5P in total in a non-equilibrium geometry from the Open Molecules 2025 dataset. Energies are from wB97M-V/def2-TZVPD.

XYZ file:
```
60
Properties=species:S:1:pos:R:3:forces:R:3
C 4.40866 -0.60131 -3.94705 -0.6 0.2 0.3
P 3.18542 0.63726 -4.61061 1.1 1.3 -0.7
O 2.81409 1.56240 -3.24466 0.2 -1.2 0.0
C 1.66679 -0.32655 -5.21444 0.1 -0.9 4.2
O 1.39533 -0.18551 -6.31994 -0.4 0.4 -4.1
O 0.89711 -1.21975 -4.45487 0.0 0.4 0.4
C 0.08729 -0.61907 -3.43987 -0.2 -0.8 0.6
C -0.35868 -1.79118 -2.52117 1.2 0.5 -1.5
C -1.33579 -2.79227 -3.13827 0.5 0.9 -0.4
O -1.77732 -3.62062 -2.43788 -1.1 -1.8 1.8
O -1.67118 -2.78993 -4.46786 0.4 1.2 0.1
C -1.15683 0.13949 -3.97639 0.6 0.4 0.8
C -1.03175 1.68183 -4.07815 -1.4 0.7 -1.1
N -2.40297 2.30157 -4.09914 0.1 -0.5 0.2
N -0.42551 2.02680 -5.35486 0.4 -0.2 0.7
N -0.31577 2.28944 -2.97203 0.1 -0.6 0.3
H 4.12112 -1.01330 -2.96701 0.0 -0.1 -0.3
H 5.35535 -0.05858 -3.83039 -0.2 -0.1 -0.1
H 4.56787 -1.40348 -4.67717 -0.1 0.1 0.2
H 3.40516 1.27974 -2.53108 -0.2 0.1 0.0
H 0.72348 0.01480 -2.79855 -0.3 0.2 -0.4
H -0.70726 -1.39983 -1.55868 -0.4 -0.3 -0.3
H 0.55320 -2.36686 -2.29789 -0.3 0.0 0.0
H -2.57476 -2.44285 -4.51946 0.0 -0.4 -0.2
H -1.98125 -0.05397 -3.26536 0.2 0.0 -0.2
H -1.47362 -0.26363 -4.94452 0.2 0.1 0.2
H -2.97693 1.77501 -4.75744 -0.1 0.3 0.0
H -2.84554 2.20586 -3.18547 0.0 -0.1 -0.1
H -0.48091 3.03371 -5.47998 0.0 -0.1 -0.1
H -0.96767 1.58932 -6.09385 0.2 0.1 -0.1
H -0.71341 1.89308 -2.12222 0.1 0.2 0.0
H -0.48256 3.29240 -2.95156 0.0 -0.1 -0.2
C -0.27451 -3.80718 7.70007 0.1 0.0 0.0
N -0.27286 -2.67049 6.74565 -0.2 0.0 0.0
C 0.89330 -2.07768 6.43954 0.0 0.1 -0.1
C 0.94107 -1.04587 5.52855 0.2 0.1 0.0
C -0.22695 -0.60921 4.90708 0.0 -0.3 0.2
C -1.42046 -1.23076 5.26420 -0.1 0.1 -0.2
C -1.41978 -2.25660 6.18542 0.1 0.1 -0.1
C -0.21125 0.46137 3.88006 0.0 0.3 -0.3
C -0.69899 0.22016 2.59859 -0.1 -0.2 0.0
C -0.72419 1.23337 1.66456 0.0 -0.1 0.2
N -0.28489 2.46270 1.97589 0.0 -0.1 -0.2
C 0.21390 2.72296 3.19602 0.0 -0.1 0.1
C 0.26377 1.74096 4.16097 0.1 0.0 0.2
C -0.36155 3.55776 0.97682 0.1 0.1 0.1
H 0.17044 -3.47028 8.63361 0.0 -0.1 0.0
H 0.30830 -4.61412 7.26066 0.0 0.0 0.1
H -1.29395 -4.13761 7.87242 0.0 0.1 0.0
H 1.78214 -2.45347 6.92869 -0.1 0.0 0.0
H 1.90074 -0.60354 5.29291 0.0 0.0 0.0
H -2.36307 -0.92119 4.83098 0.0 0.0 0.0
H -2.33080 -2.76014 6.47745 0.1 0.0 0.0
H -1.06166 -0.75959 2.31370 0.0 0.0 0.0
H -1.10171 1.07531 0.66405 0.0 0.1 0.0
H 0.55743 3.73168 3.38326 0.0 0.0 -0.1
H 0.65433 1.99181 5.13903 0.0 0.0 0.0
H 0.63956 3.95773 0.83263 -0.1 0.1 0.0
H -1.03478 4.31855 1.36673 0.1 0.0 -0.1
H -0.74478 3.16931 0.03829 0.0 0.0 0.0
```
Positions in Å, forces in eV/Å.

Values from the calculation:
Total charge: +2
Max |F| (eV/Å): 4.28
2S+1: 1
E_LUMO (eV): -7.965
Frontier orbital gap (hartree): 0.13160
Highest occupied orbital energy (Eh): -0.424

***

Entry 2:
Here is a cluster of 2 separate species, C19H31Cl3N3O2 in total in a non-equilibrium geometry from the Open Molecules 2025 dataset. Energies are from wB97M-V/def2-TZVPD.

XYZ file:
```
58
Properties=species:S:1:pos:R:3:forces:R:3
C -2.44716 -3.22145 0.42768 -0.2 -0.7 0.5
C -2.73268 -2.59126 -0.54584 0.2 0.7 -0.3
C -2.99873 -1.67984 -1.66178 -0.3 -0.3 0.5
C -1.99284 -0.51070 -1.74659 0.1 -1.0 -1.3
C -2.39556 0.44303 -2.89815 0.0 -0.1 -0.4
O -3.77539 0.33304 -3.23536 0.0 0.2 0.6
N -4.29047 1.65690 -3.55046 0.1 0.4 0.3
O -5.37935 1.76554 -3.19134 -0.1 -0.2 -0.4
C -0.63554 -1.12057 -2.21405 0.5 0.2 0.7
C 0.28749 -1.54449 -1.07945 0.4 0.4 -0.3
C 0.60249 -0.31089 -0.20047 -0.3 -0.8 -0.6
C -0.43042 0.80591 -0.37271 0.8 0.2 1.2
C -0.24727 1.81429 0.77358 0.4 0.1 -0.1
Cl -0.71100 1.09752 2.34229 -0.1 0.0 0.0
C 1.21448 2.39488 0.74553 -0.9 0.2 0.4
C 1.15173 3.88342 1.04421 0.1 0.1 -0.3
Cl 2.28222 1.61315 1.92030 0.3 -0.1 -0.1
N -1.81995 0.20186 -0.41379 0.2 0.7 -0.1
C -2.87526 1.21686 -0.09632 -1.2 0.5 0.1
C -4.33111 0.75546 -0.08400 -0.1 -0.3 0.5
C -4.63036 -0.39908 0.89665 -0.1 0.2 -0.6
Cl -5.57869 0.15553 2.28996 0.1 0.0 0.1
H -2.32714 -3.89647 1.24902 0.1 0.2 -0.1
H -4.03442 -1.35635 -1.60361 0.0 0.2 0.0
H -2.92531 -2.24604 -2.59001 0.0 0.1 -0.1
H -2.12174 1.47759 -2.68184 -0.1 0.1 0.1
H -1.81662 0.17404 -3.78023 0.0 -0.2 0.0
H -0.81580 -1.95702 -2.88369 -0.3 0.0 -0.1
H -0.08145 -0.37925 -2.79406 -0.1 0.1 -0.1
H 1.22264 -1.86425 -1.53799 0.0 -0.2 0.1
H -0.08393 -2.39211 -0.51687 -0.2 0.1 0.1
H 0.65195 -0.63139 0.83749 0.0 0.3 0.1
H 1.58659 0.05159 -0.48620 0.0 0.2 0.2
H -0.25129 1.38055 -1.28177 -0.3 -0.2 -0.2
H -0.89255 2.67991 0.66098 -0.1 -0.1 -0.1
H 1.60357 2.21428 -0.25384 0.2 0.0 0.0
H 0.43873 4.36435 0.37110 0.0 0.0 0.0
H 0.83810 4.06019 2.07096 0.0 0.0 0.0
H 2.11818 4.35067 0.87020 0.1 0.0 0.2
H -1.80915 -0.47239 0.36360 -0.2 -0.3 -0.3
H -2.79071 2.06901 -0.76967 0.3 -0.2 -0.2
H -2.71478 1.61796 0.89949 0.5 -0.3 0.1
H -4.74296 0.54137 -1.06436 0.2 -0.1 -0.1
H -4.88844 1.60942 0.30006 0.0 0.2 -0.2
H -3.73309 -0.88096 1.27127 0.0 0.0 0.1
H -5.21776 -1.15121 0.37789 -0.1 -0.1 0.2
C 7.43162 -1.90203 1.56944 0.0 0.0 0.0
C 6.66882 -1.07089 2.59438 0.2 -0.1 -0.1
C 5.14756 -1.23438 2.48225 0.2 0.1 0.0
C 4.66545 -0.80753 1.16786 0.0 -0.2 0.2
N 4.30102 -0.47271 0.13431 -0.2 0.1 -0.3
H 7.19334 -1.59537 0.55009 0.0 0.0 0.0
H 8.50553 -1.78084 1.70460 0.0 0.0 0.0
H 7.19731 -2.96330 1.67050 0.0 0.0 0.0
H 6.92971 -0.01800 2.47518 -0.1 0.0 0.0
H 6.97439 -1.36380 3.59961 -0.1 0.0 0.0
H 4.64260 -0.63656 3.24253 -0.1 0.0 0.0
H 4.86336 -2.27719 2.63145 0.0 0.0 0.0
```
Positions in Å, forces in eV/Å.

Values from the calculation:
Total charge: +1
Max |F| (eV/Å): 1.67
2S+1: 1
E_LUMO (eV): -3.193
Frontier orbital gap (hartree): 0.37273
Highest occupied orbital energy (Eh): -0.490

***

Entry 3:
Here is a structure of composition C19H31F6FeGeINSbSi2 from the Open Molecules 2025 dataset. Energies are from wB97M-V/def2-TZVPD.

XYZ file:
```
63
Properties=species:S:1:pos:R:3:forces:R:3
Fe -0.25228 0.57932 0.34822 -0.2 0.2 0.1
C 1.92208 -1.44343 2.40405 -0.1 0.1 0.1
Si 0.18483 -0.79012 2.11239 0.1 -0.2 0.0
C -0.01654 0.96572 2.79819 0.0 -0.1 0.2
C -1.05599 -1.96888 2.81712 -0.1 0.0 -0.1
C -1.24493 -2.47804 4.10246 0.0 0.0 0.0
C -2.28099 -3.36408 4.33955 -0.1 0.0 -0.1
C -3.12107 -3.75452 3.29492 0.1 0.0 0.1
C -2.92679 -3.26324 2.01442 0.0 0.0 0.0
C -1.88963 -2.36267 1.76043 0.1 0.1 0.1
Si -1.32355 -1.62266 0.10403 0.1 -0.1 -0.1
C -2.87977 -1.43456 -0.93392 0.1 0.1 0.0
C -0.28242 -3.00094 -0.67767 -0.1 0.0 0.0
H 1.97207 -1.78493 3.44239 0.0 0.0 0.0
H 2.70524 -0.69950 2.25421 0.0 0.0 0.0
H 2.13850 -2.30820 1.77395 0.0 0.0 0.0
H 0.63908 0.92497 3.67586 0.0 0.1 0.0
H -1.03415 1.13926 3.14105 0.0 0.0 0.0
H 0.30113 1.85116 2.24712 0.0 0.0 0.0
H -0.59854 -2.18060 4.92150 0.0 0.0 0.0
H -2.44409 -3.75289 5.33669 0.0 0.0 0.0
H -3.93102 -4.44648 3.48982 0.0 0.0 0.0
H -3.58820 -3.58582 1.21824 0.0 0.0 0.0
H -3.59419 -2.20189 -0.62858 0.0 0.0 0.0
H -2.65140 -1.57486 -1.99090 -0.1 0.0 0.0
H -3.35784 -0.46391 -0.80723 0.0 0.0 0.0
H -0.91905 -3.88911 -0.74052 0.0 0.0 0.0
H 0.58373 -3.28237 -0.07364 0.0 0.1 0.0
H 0.04640 -2.77878 -1.69539 0.0 0.0 0.0
C 1.25259 0.34714 -4.22606 0.0 0.0 0.0
Ge 0.39205 1.54454 -2.91614 -0.1 0.0 0.0
C 1.81571 2.76794 -2.33415 0.0 0.0 0.0
C -0.93447 2.62308 -3.87383 0.1 0.0 0.0
C -0.49934 0.34506 -1.62024 0.1 -0.3 0.0
H 1.70822 0.91444 -5.03943 0.0 0.0 0.0
H 0.52163 -0.33991 -4.65572 0.0 0.0 0.0
H 2.03556 -0.24839 -3.74925 0.0 0.0 0.0
H 2.04340 3.42116 -3.17898 0.0 0.0 0.0
H 2.72790 2.22556 -2.08267 0.0 0.0 0.0
H 1.52365 3.39574 -1.49234 0.0 0.0 0.0
H -0.53633 2.89686 -4.85289 0.0 0.0 0.0
H -1.17237 3.53522 -3.32731 0.0 0.0 0.0
H -1.86110 2.06815 -4.01705 0.0 0.0 0.0
H -0.15795 -0.63337 -1.98487 -0.1 0.0 -0.1
H -1.55249 0.41206 -1.89729 0.0 0.1 0.0
F -0.33380 2.67611 0.06729 0.0 0.1 -0.1
Sb -2.22058 3.12323 0.39610 -0.1 -0.1 0.2
F -1.72342 3.36392 2.19128 -0.1 0.0 0.0
F -2.17799 1.17103 0.72493 -0.1 0.2 -0.1
F -4.03734 3.19124 0.80775 0.0 0.0 0.1
F -2.61039 2.77090 -1.39369 0.1 -0.1 0.0
F -1.96734 4.94032 0.05678 0.1 -0.1 -0.1
I 4.90705 3.15866 1.09259 0.0 0.0 0.0
C 3.84140 1.54467 0.34606 0.0 -0.1 0.0
C 4.46515 0.51977 -0.34453 0.0 0.0 0.0
C 3.67796 -0.50656 -0.84357 0.1 0.0 0.0
C 2.31711 -0.48617 -0.61998 -0.1 -0.1 0.0
N 1.71499 0.49904 0.05554 0.1 0.0 -0.1
C 2.46722 1.50312 0.51367 0.0 0.1 0.1
H 5.53569 0.52660 -0.49785 0.0 0.0 0.0
H 4.11707 -1.32441 -1.39731 0.0 0.0 0.0
H 1.67306 -1.27936 -0.97536 0.0 0.0 0.0
H 1.94687 2.30468 1.01974 0.0 0.0 0.0
```
Positions in Å, forces in eV/Å.

Values from the calculation:
Total charge: 0
Max |F| (eV/Å): 0.34
2S+1: 1
E_LUMO (eV): -0.459
Frontier orbital gap (hartree): 0.31080
Highest occupied orbital energy (Eh): -0.328

***

Entry 4:
Here is a structure of composition C19H31N2OsS in a non-equilibrium geometry from the Open Molecules 2025 dataset. Energies are from wB97M-V/def2-TZVPD.

XYZ file:
```
54
Properties=species:S:1:pos:R:3:forces:R:3
C -0.40736 0.77898 -5.39100 0.0 0.0 0.2
C 0.17464 2.14158 -5.33700 0.0 0.2 0.0
C 0.42434 -0.33632 -5.90350 0.1 -0.1 -0.1
C -1.88266 0.63008 -5.39070 -0.2 0.0 0.0
H 0.46434 -0.35132 -7.00430 0.0 0.0 0.0
H 0.03344 -1.30852 -5.59980 0.0 -0.1 0.0
H 1.45794 -0.26402 -5.56210 0.1 0.0 0.0
H 0.15224 2.64078 -6.31880 0.0 0.0 0.0
H 1.22034 2.12618 -5.02660 0.1 0.0 0.0
H -0.37316 2.79158 -4.65310 -0.1 0.0 0.0
H -2.31646 0.80698 -6.38770 0.0 0.0 0.0
H -2.36406 1.34138 -4.71820 0.0 0.1 0.0
H -2.19056 -0.37502 -5.09900 0.0 -0.1 0.0
C 2.28874 -0.04302 0.40660 -0.1 -0.5 -0.9
C 2.42904 -0.77962 -0.79460 0.3 -0.2 -0.5
C 2.24834 0.10538 -1.88830 -0.4 -0.9 0.1
H 2.64074 -1.83332 -0.86580 0.1 0.0 0.0
C 2.00924 1.39418 -1.36290 -1.0 0.2 0.4
C 2.03084 1.30108 0.05280 -0.2 0.4 -0.4
H 1.89594 2.11278 0.74810 -0.1 0.0 0.0
H 2.39614 -0.42752 1.40670 0.0 0.0 -0.4
H 2.31374 -0.15222 -2.93210 0.0 0.0 -0.1
H 1.85344 2.28988 -1.93930 0.0 0.1 0.0
C -2.15526 -1.05412 -0.15070 -0.1 0.5 -0.3
C -1.16926 -1.99432 0.22640 0.5 0.2 -0.6
C -0.53096 -2.43892 -0.95700 0.1 -0.3 -0.5
H -0.96546 -2.33632 1.22710 0.0 0.0 -0.1
C -1.11546 -1.76652 -2.06140 0.9 -0.1 0.1
C -2.12466 -0.91452 -1.56120 0.3 1.0 0.5
H -2.76266 -0.27332 -2.14380 -0.1 0.0 -0.1
H -2.82766 -0.54342 0.51670 0.0 0.1 0.0
H 0.26314 -3.16502 -1.00990 0.0 -0.1 0.0
H -0.85556 -1.90262 -3.09780 0.0 0.0 -0.1
Os 0.06834 -0.05452 -0.71210 0.6 -1.0 0.3
C 2.51824 -0.00452 3.73820 0.3 0.0 -0.7
N 1.21214 0.06398 4.37890 -2.7 0.4 -1.0
C 1.29284 0.00778 5.82870 -0.3 -0.2 1.0
C -0.05326 0.12818 3.60050 -0.5 0.1 2.5
S -0.01866 0.04928 1.91120 0.1 0.4 2.6
N -1.39366 0.18188 4.19720 3.8 0.0 -0.3
C -1.75936 0.21098 5.60970 -1.1 0.0 0.5
C -2.55126 0.17888 3.31130 -0.2 0.1 -0.6
H 3.37994 0.05588 4.43750 -1.1 0.1 0.1
H 2.66164 0.86718 3.06550 -0.1 -0.9 -0.1
H 2.64214 -1.01352 3.29600 0.0 0.7 -0.4
H 0.94334 0.96328 6.26490 -0.2 -0.7 0.1
H 0.77794 -0.90692 6.18970 0.0 0.8 0.1
H 2.32854 -0.10742 6.21780 -0.6 0.1 -0.9
H -2.36186 1.11948 5.81210 0.1 -0.5 -0.2
H -2.36816 -0.68902 5.84030 0.1 0.5 -0.1
H -0.98386 0.22648 6.35290 0.5 0.0 -0.4
H -2.51366 1.05728 2.63130 -0.1 -0.7 0.2
H -2.56456 -0.76622 2.73360 0.0 0.6 0.1
H -3.51216 0.23078 3.86680 0.9 0.0 0.0
```
Positions in Å, forces in eV/Å.

Values from the calculation:
Total charge: +1
Max |F| (eV/Å): 3.81
2S+1: 5
E_LUMO (spin up / spin down) (eV): -3.911 / -4.236
Frontier orbital gap (spin up / spin down) (hartree): 0.19403 / 0.25198
Highest occupied orbital energy (spin up / spin down) (Eh): -0.338 / -0.408